1.
The following is a DFT calculation (wB97M-V/def2-TZVPD) of C31H26CuN3O4 as an isolated structure in a non-equilibrium geometry.

The geometry in XYZ format:
```
65
Properties=species:S:1:pos:R:3:lowdin_spin:R:1
Cu 0.3327 0.0858 -0.4308 0.66
C 2.1023 2.9221 2.6782 0.00
O 2.0542 1.5830 3.2363 0.00
C 1.4555 0.8306 2.3254 0.00
N 1.1326 1.3579 1.2126 0.04
C 1.5511 2.7568 1.2342 0.00
C 0.4542 3.7393 0.8918 0.00
C 0.7639 5.0954 0.8616 0.00
C -0.2001 6.0257 0.5081 0.00
C -1.4835 5.6095 0.1835 0.00
C -1.8012 4.2619 0.2300 0.00
C -0.8373 3.3304 0.5874 0.00
C 1.1379 -0.5785 2.5883 0.00
C 1.4969 -1.3067 3.7122 0.00
C 1.0511 -2.6196 3.7962 0.00
C 0.2472 -3.1409 2.7914 0.00
C -0.0506 -2.3200 1.7126 0.00
N 0.4088 -1.0846 1.6077 0.00
C -0.9225 -2.6612 0.5810 0.00
N -1.0479 -1.8526 -0.3903 0.01
C -1.9701 -2.4572 -1.3522 0.00
C -2.4266 -3.7546 -0.6262 0.00
O -1.6048 -3.8019 0.5665 0.00
C -3.1153 -1.5636 -1.7745 0.00
C -3.9950 -2.0272 -2.7486 0.00
C -5.0400 -1.2291 -3.1876 0.00
C -5.2140 0.0434 -2.6624 0.00
C -4.3477 0.5050 -1.6828 0.00
C -3.3085 -0.2981 -1.2351 0.00
H 3.1292 3.2752 2.7178 0.00
H 1.4716 3.5656 3.2899 0.00
H 2.3497 2.8637 0.4953 0.00
H 1.7697 5.4262 1.0992 0.00
H 0.0482 7.0788 0.4826 0.00
H -2.2346 6.3348 -0.1003 0.00
H -2.8036 3.9334 -0.0146 0.00
H -1.0883 2.2778 0.6303 0.00
H 2.0966 -0.8519 4.4877 0.00
H 1.3134 -3.2271 4.6516 0.00
H -0.1467 -4.1463 2.8339 0.00
H -1.3871 -2.7036 -2.2429 0.00
H -2.2507 -4.6597 -1.2015 0.00
H -3.4712 -3.7152 -0.3200 0.00
H -3.8538 -3.0126 -3.1800 0.00
H -5.7212 -1.5987 -3.9431 0.00
H -6.0260 0.6687 -3.0091 0.00
H -4.4833 1.4946 -1.2646 0.00
H -2.6459 0.0562 -0.4554 0.00
C -1.1938 -0.1954 -4.4993 0.01
C -0.5353 0.3800 -3.2738 0.01
O -0.2348 -0.4107 -2.3625 0.08
C -0.2532 1.7900 -3.2273 0.01
C -0.8211 2.7018 -4.1357 0.00
C -0.4098 4.0077 -4.1754 0.01
C 0.6348 4.4199 -3.3349 0.00
C 1.2064 3.5548 -2.4400 0.01
C 0.7509 2.2190 -2.3110 0.01
O 1.2903 1.4487 -1.4136 0.16
H -1.2026 -1.2802 -4.4291 0.00
H -0.6593 0.1148 -5.3961 0.00
H -2.2229 0.1633 -4.5704 0.00
H -1.6053 2.3688 -4.8034 0.00
H -0.8644 4.7071 -4.8632 0.00
H 0.9939 5.4401 -3.3856 0.00
H 2.0218 3.8710 -1.8022 0.00
```

Its expectation value of S² is 0.75. As for the multiplicity: 2. The gap between HOMO and LUMO (spin up / spin down) comes out at 7.314 / 6.459 eV. For the highest occupied orbital energy (spin up / spin down), the calculation gives -10.6 / -10.6 eV. Its net charge is +1.

---

2.
The following is a DFT calculation (wB97M-V/def2-TZVPD) of C31H27AsFeI2N4O9S2 as an isolated structure in a non-equilibrium geometry.

The geometry in XYZ format:
```
77
Properties=species:S:1:pos:R:3:lowdin_spin:R:1
Fe 0.0352 0.6615 0.5737 1.06
I 3.9560 -1.8319 -5.7274 0.00
C 2.9861 -1.4262 -3.9279 0.00
C 3.3073 -2.1491 -2.7897 0.00
C 2.6411 -1.8856 -1.6050 0.00
I 3.1545 -2.9353 0.1164 0.00
C 1.5971 -0.9375 -1.5154 0.00
O 0.9018 -0.8314 -0.4435 -0.03
C 1.3498 -0.1756 -2.6829 0.00
C 0.3626 0.9453 -2.5677 0.00
N 0.6733 1.7323 -1.3689 -0.01
C 2.0174 2.2980 -1.3397 0.00
C 2.7187 2.1335 -0.0154 0.00
C 3.8144 2.9145 0.3154 0.00
C 4.5090 2.6231 1.4768 0.00
C 4.0944 1.5554 2.2548 0.00
C 2.9663 0.8527 1.8670 0.00
N 2.2898 1.1421 0.7606 -0.02
C 2.0282 -0.4231 -3.8612 0.00
H 4.0778 -2.9069 -2.8163 0.00
H -0.6504 0.5622 -2.4357 0.00
H 0.3834 1.5570 -3.4807 0.00
H -0.0181 2.4477 -1.1880 0.00
H 2.0321 3.3479 -1.6490 0.00
H 2.6254 1.7428 -2.0615 0.00
H 4.1118 3.7292 -0.3317 0.00
H 5.3613 3.2229 1.7703 0.00
H 4.6083 1.2807 3.1650 0.00
H 2.5665 0.0352 2.4523 0.00
H 1.8056 0.1780 -4.7350 0.00
O -2.0451 -0.9248 3.3839 0.00
As -0.3181 -0.6860 3.5561 0.00
O 0.4223 -1.9499 4.2616 -0.01
O 0.4369 -0.2390 2.0881 0.00
C -0.3543 0.8238 4.7622 0.00
C -0.7773 0.5120 6.0530 0.00
C -0.7599 1.4585 7.0650 0.00
C -0.2944 2.7398 6.8036 0.00
C 0.1367 3.0697 5.5291 0.00
C 0.0995 2.1159 4.5219 0.00
S -0.6307 2.9254 2.1733 0.01
O 0.5505 2.4917 3.2784 0.00
O -1.3950 1.6553 1.9904 0.00
O 0.2445 2.9615 0.9711 0.03
H -2.1721 -1.8349 3.0768 0.00
H -1.1105 -0.4972 6.2623 0.00
H -1.0982 1.1930 8.0578 0.00
H -0.2663 3.4809 7.5918 0.00
H 0.5059 4.0577 5.2931 0.00
C -0.8767 -4.3742 -5.1998 0.00
C -1.1833 -3.8280 -3.8319 0.00
C -0.1984 -3.7715 -2.8511 0.00
C -0.4738 -3.2809 -1.5858 0.00
C -1.7506 -2.8241 -1.2974 0.00
C -2.7576 -2.8954 -2.2493 0.00
C -2.4653 -3.3915 -3.5110 0.00
S -2.0544 -2.0857 0.2799 0.00
O -1.1083 -2.6569 1.1983 0.00
O -3.4596 -2.2505 0.5635 0.00
N -1.6642 -0.5404 0.0181 -0.04
C -2.6099 0.3616 -0.4472 0.00
C -3.9947 0.2133 -0.6555 0.00
C -4.7113 1.3146 -1.0638 0.00
C -4.0853 2.5445 -1.2624 0.00
C -2.7227 2.5838 -1.0647 0.00
N -2.0073 1.5212 -0.7100 0.01
H 0.1964 -4.3827 -5.3870 0.00
H -1.3515 -3.7765 -5.9790 0.00
H -1.2413 -5.3987 -5.3038 0.00
H 0.8081 -4.1031 -3.0807 0.00
H 0.2899 -3.2342 -0.8254 0.00
H -3.7542 -2.5572 -2.0039 0.00
H -3.2463 -3.4360 -4.2617 0.00
H -4.4827 -0.7216 -0.4455 0.00
H -5.7811 1.2206 -1.2082 0.00
H -4.6297 3.4301 -1.5568 0.00
H -2.1655 3.5062 -1.2070 0.00
```

For the energy above the lowest of the compared OMol25 structures with the same formula, charge and spin, the calculation gives 0.0 kJ/mol. Its expectation value of S² is 1.24. As for the multiplicity: 2. The gap between HOMO and LUMO (spin up / spin down) comes out at 7.014 / 7.216 eV. For the highest occupied orbital energy (spin up / spin down), the calculation gives -5.2 / -5.2 eV. Its net charge is -1.

---

3.
The following is a DFT calculation (wB97M-V/def2-TZVPD) of a 6-piece molecular cluster, C31H27BCl10OSi overall.

The geometry in XYZ format:
```
71
Properties=species:S:1:pos:R:3:lowdin_charge:R:1
Cl 0.4537 -1.4844 -1.3721 0.69
C 1.0257 -1.9309 -2.9416 -0.67
C 1.1300 -3.2728 -3.2739 -0.11
C 1.5816 -3.6403 -4.5301 -0.08
C 1.9318 -2.6681 -5.4561 -0.08
C 1.8312 -1.3279 -5.1244 -0.12
C 1.3783 -0.9558 -3.8684 -0.67
Cl 1.2700 0.7275 -3.4753 0.67
H 0.8527 -4.0161 -2.5394 0.11
H 1.6604 -4.6891 -4.7829 0.11
H 2.2899 -2.9477 -6.4385 0.09
H 2.1037 -0.5587 -5.8335 0.07
Cl 6.9592 2.0433 1.7486 0.67
C 5.5107 1.1674 1.3884 -0.69
C 4.5920 1.7146 0.5044 -0.11
C 3.4277 1.0299 0.2028 -0.08
C 3.1779 -0.2057 0.7841 -0.08
C 4.0932 -0.7549 1.6643 -0.11
C 5.2607 -0.0705 1.9699 -0.69
Cl 6.3878 -0.7769 3.0767 0.67
H 4.8057 2.6770 0.0599 0.11
H 2.7157 1.4560 -0.4920 0.10
H 2.2672 -0.7335 0.5395 0.05
H 3.9160 -1.7168 2.1256 0.11
Cl -4.6840 1.7892 3.5536 0.71
C -3.0149 2.1539 3.8549 -0.66
C -2.4328 1.7185 5.0347 -0.11
C -1.0960 1.9812 5.2789 -0.07
C -0.3394 2.6759 4.3456 -0.07
C -0.9211 3.1136 3.1682 -0.10
C -2.2615 2.8573 2.9226 -0.67
Cl -2.9680 3.4063 1.4412 0.70
H -3.0353 1.1694 5.7446 0.04
H -0.6440 1.6325 6.1981 0.11
H 0.7077 2.8757 4.5287 0.11
H -0.3475 3.6531 2.4275 0.11
Cl -4.0781 -3.5268 8.6266 0.68
C -3.2269 -2.1366 9.1982 -0.69
C -2.4304 -2.2448 10.3292 -0.11
C -1.7385 -1.1431 10.8005 -0.08
C -1.8400 0.0750 10.1432 -0.08
C -2.6342 0.1874 9.0155 -0.11
C -3.3281 -0.9162 8.5404 -0.67
Cl -4.3098 -0.7471 7.1258 0.70
H -2.3632 -3.2012 10.8290 0.11
H -1.1210 -1.2384 11.6833 0.11
H -1.3035 0.9406 10.5076 0.11
H -2.7310 1.1309 8.4950 0.10
Cl 3.3738 -3.0914 -9.7270 0.67
C 2.7014 -1.4981 -9.7553 -0.69
C 1.7345 -1.1856 -10.6992 -0.11
C 1.1759 0.0804 -10.7264 -0.08
C 1.5803 1.0391 -9.8082 -0.08
C 2.5462 0.7314 -8.8659 -0.11
C 3.1113 -0.5353 -8.8395 -0.68
Cl 4.3080 -0.8996 -7.6451 0.70
H 1.4281 -1.9461 -11.4040 0.11
H 0.4219 0.3149 -11.4655 0.11
H 1.1446 2.0289 -9.8221 0.11
H 2.8749 1.4657 -8.1432 0.11
C -5.6156 0.5259 -1.0442 -0.07
B -4.1289 0.4679 -0.5604 -0.66
O -3.8529 -0.0293 0.6968 0.02
Si -2.5821 1.1212 -1.7516 0.66
H -5.7444 0.6975 -2.1130 0.05
H -6.1751 -0.3620 -0.7403 0.06
H -6.0879 1.3764 -0.5295 0.07
H -4.0922 0.5280 1.4470 0.02
H -3.1160 2.0089 -2.8201 -0.09
H -1.5834 1.8932 -0.9732 -0.10
H -1.9036 -0.0038 -2.4386 -0.12
```

The gap between HOMO and LUMO comes out at 9.431 eV. For the highest occupied orbital energy, the calculation gives -8.9 eV.

---

4.
The following is a DFT calculation (wB97M-V/def2-TZVPD) of C31H27BEuN9S4 as an isolated structure in a non-equilibrium geometry.

The geometry in XYZ format:
```
73
Properties=species:S:1:pos:R:3:lowdin_spin:R:1
Eu 1.2971 0.5123 -0.2078 5.02
S 2.1995 -0.3537 -2.7782 -0.01
C 2.9441 0.8049 -3.7750 0.00
C 2.6877 0.6899 -5.1631 0.00
C 3.2049 1.6131 -6.0924 0.00
C 3.9819 2.6552 -5.6466 0.00
C 4.2448 2.8076 -4.2723 0.00
C 3.8096 1.8567 -3.3611 0.00
S 4.2896 1.8638 -1.6550 0.00
C 3.6744 3.5174 -1.1590 0.00
C 2.8836 3.3428 0.1268 0.00
C 3.5816 3.2871 1.3590 0.00
C 2.8627 3.3762 2.5220 0.00
C 1.4628 3.5252 2.4164 0.00
C 0.8412 3.5822 1.1942 0.00
C -0.6703 3.7401 1.1373 0.01
S -1.3398 2.2075 1.9823 0.03
C -2.5559 1.1341 1.2444 0.10
C -3.6781 0.8452 1.9914 0.04
C -4.6554 -0.2111 1.7641 0.12
C -4.7230 -1.1643 0.7984 0.01
C -4.6284 -1.0114 -1.1375 0.13
C -2.4573 0.4710 -0.0758 0.18
S -1.2583 2.3956 -1.6534 0.00
N 1.5416 3.3891 0.0543 0.00
H 2.0529 -0.1351 -5.4209 0.00
H 3.0287 1.5256 -7.1774 0.00
H 4.3801 3.4137 -6.3249 0.00
H 4.8777 3.6331 -3.9130 0.00
H 3.0454 3.8847 -1.9909 0.00
H 4.5614 4.1384 -1.0505 0.00
H 4.6429 3.1602 1.3142 0.00
H 3.3574 3.3973 3.5057 0.00
H 0.8961 3.5873 3.3724 0.00
H -1.0188 3.7509 0.0915 0.00
H -1.0384 4.5817 1.7400 0.00
H -3.7942 1.4272 2.8824 0.00
H -5.4200 -0.2871 2.5401 0.01
H -5.5188 -1.8893 0.8866 0.00
H -5.3828 -1.7401 -1.4619 0.01
C -4.5118 0.0857 -1.9696 0.01
C -3.6073 1.1371 -2.0471 0.15
N -2.5664 1.3367 -1.2262 0.03
N -2.4044 -0.8041 -0.1690 0.09
C -3.6150 -1.5090 -0.1609 0.05
B -0.1325 -2.8923 1.6032 0.00
N 0.7701 -2.9229 0.3819 0.00
C 0.8082 -3.8717 -0.5732 0.00
C 1.9524 -3.7309 -1.3145 0.00
C 2.6573 -2.6640 -0.7132 0.00
N 1.9398 -2.1011 0.2393 0.00
N -0.0238 -1.6814 2.4695 0.00
C -0.3094 -1.5568 3.7906 0.00
C 0.4623 -0.5838 4.3702 0.00
C 1.0702 0.0285 3.2635 0.00
N 0.6846 -0.4685 2.1244 -0.01
N -1.1325 -4.0031 1.8807 0.00
C -1.5165 -4.5947 3.0592 0.00
C -2.3521 -5.6921 2.7285 0.00
C -2.4478 -5.6594 1.3350 0.00
N -1.6948 -4.6635 0.8264 0.00
H -5.3704 0.2292 -2.6196 0.00
H -3.7833 1.8497 -2.8484 0.01
H -3.4463 -2.6241 -0.2069 0.01
H 0.0615 -4.6076 -0.6900 0.00
H 2.3198 -4.3156 -2.1593 0.00
H 3.6384 -2.3031 -0.9973 0.00
H -1.0443 -2.2184 4.2013 0.00
H 0.5868 -0.3646 5.4350 0.00
H 1.7891 0.8083 3.2819 0.00
H -1.2167 -4.2483 4.0099 0.00
H -2.7891 -6.4112 3.4430 0.00
H -2.9864 -6.3081 0.6449 0.00
```

Its expectation value of S² is 12.04. As for the multiplicity: 7. The gap between HOMO and LUMO (spin up / spin down) comes out at 5.199 / 5.528 eV. For the highest occupied orbital energy (spin up / spin down), the calculation gives -5.9 / -6.2 eV.

---

For reference, M by record: 568.11 1048.29 808.98 816.66 g/mol.